No. 1
Molecular formula: C7H12NiO3
Method: DFT, ωB97M-V/def2-TZVPD

```
23
Properties=species:S:1:pos:R:3:forces:R:3
C -0.277 -1.366 -2.654 1.82 -0.21 4.13
C -0.153 -1.441 -4.001 0.09 0.42 -0.99
H 0.721 -1.293 -1.667 -2.06 -0.09 -2.64
H -1.209 -1.656 -2.163 -0.26 0.55 -0.43
H -1.032 -1.387 -4.648 0.10 -0.53 0.00
H 0.830 -1.465 -4.477 -0.14 0.49 0.00
H -0.433 -0.225 -3.110 0.38 -0.58 -0.08
O -2.522 1.832 3.942 0.67 -0.19 -0.05
C -1.847 1.892 2.880 0.40 -1.54 0.09
O -2.120 2.728 1.977 1.08 -0.14 -0.96
O -0.899 0.979 2.709 0.32 -0.23 0.10
C -0.215 0.945 1.455 0.02 0.33 -0.24
C 0.850 -0.135 1.545 0.51 -0.17 0.81
C 1.738 -0.201 0.365 -0.37 -0.66 -1.65
C 1.951 -1.313 -0.405 1.51 0.42 1.64
Ni -3.480 3.327 3.152 -2.31 1.80 0.76
H 0.237 1.926 1.258 -0.12 -0.20 -0.03
H -0.933 0.724 0.654 0.08 0.09 0.14
H 0.421 -1.119 1.782 0.03 0.29 -0.09
H 1.546 0.126 2.369 -0.47 -0.08 -0.06
H 2.194 0.742 0.042 -0.10 -0.23 0.12
H 2.835 -1.322 -1.050 -0.47 0.28 -0.31
H 1.798 -2.298 0.045 -0.71 0.19 -0.27
```
Positions in Å, forces in eV/Å.

Computed properties:
Net charge = +1
Multiplicity = 4
Orbital gap (alpha / beta) = 0.1142 / 0.2864 Eh
LUMO energy (alpha / beta) = -5.82 / -5.82 eV
Highest occupied orbital energy (alpha / beta) = -8.929 / -13.615 eV

No. 2
Molecular formula: C6H10O
Method: DFT, ωB97M-V/def2-TZVPD

```
17
Properties=species:S:1:pos:R:3:forces:R:3
C -2.019 -0.538 0.291 -0.04 0.01 0.01
C -0.848 -0.011 -0.515 -0.15 -0.22 -0.12
O -0.523 1.302 -0.057 -0.03 0.01 -0.11
C 0.830 1.563 -0.409 0.05 0.24 -0.10
C 1.488 0.223 -0.378 1.76 -1.08 3.00
C 1.114 -0.663 0.935 -1.20 0.01 -0.04
C 0.447 -0.808 -0.386 -0.47 -0.54 -0.01
H -2.882 0.128 0.190 0.12 -0.09 0.00
H -1.760 -0.610 1.353 -0.01 0.02 -0.19
H -2.307 -1.533 -0.066 0.05 0.15 0.05
H -1.120 0.024 -1.584 0.02 0.06 0.12
H 0.909 1.960 -1.435 -0.16 0.10 0.16
H 1.232 2.303 0.288 -0.04 -0.11 -0.05
H 2.511 -0.014 -0.064 0.38 0.68 -2.17
H 0.591 -0.181 1.751 -0.17 -0.03 -0.10
H 1.763 -1.501 1.239 0.05 0.84 -0.34
H 0.551 -1.730 -0.940 -0.17 -0.05 -0.10
```
Positions in Å, forces in eV/Å.

Computed properties:
Orbital gap = 0.3747 Eh
LUMO energy = 1.12 eV
Highest occupied orbital energy = -9.076 eV

No. 3
Molecular formula: C4H7N4
Method: DFT, ωB97M-V/def2-TZVPD

```
15
Properties=species:S:1:pos:R:3:forces:R:3
C -0.729 1.795 -0.277 1.44 0.23 -0.68
C -0.717 0.299 -0.118 0.53 -0.21 0.94
N -0.938 -0.037 1.263 -1.43 0.81 1.45
N -0.133 -0.748 1.810 -1.33 0.34 2.16
C 0.938 -1.134 1.035 0.51 -0.16 -2.33
C 0.695 -0.433 -0.339 0.20 1.18 -1.99
N 0.449 -1.422 -1.468 -0.64 -0.86 -1.24
N 0.077 -2.089 -2.272 1.11 1.52 1.95
H -1.444 2.157 0.434 0.08 0.56 0.72
H -1.158 2.052 -1.225 0.06 0.18 -0.73
H 0.310 2.225 -0.224 -1.24 -0.09 0.37
H -1.698 -0.028 -0.470 0.57 -0.89 -1.32
H 1.009 -2.187 1.120 0.03 -1.35 -0.79
H 1.830 -0.807 1.449 1.82 0.97 0.85
H 1.511 0.358 -0.719 -1.72 -2.23 0.65
```
Positions in Å, forces in eV/Å.

Computed properties:
Net charge = +1
Orbital gap = 0.3083 Eh
LUMO energy = -5.55 eV
Highest occupied orbital energy = -13.941 eV

No. 4
Molecular formula: C5H11N
Method: DFT, ωB97M-V/def2-TZVPD

```
17
Properties=species:S:1:pos:R:3:forces:R:3
C 1.530 -0.954 -0.653 0.03 -0.05 0.61
N 0.102 -0.953 -0.358 0.57 -0.24 -0.17
C -0.646 0.032 -1.126 -0.57 0.28 0.51
C -0.949 1.243 -0.189 0.41 -0.36 -0.47
C -0.496 0.774 1.203 0.34 0.39 -0.31
C -0.181 -0.720 1.066 0.05 0.09 -0.60
H 1.712 -1.116 -1.714 -0.05 0.14 -0.01
H 2.018 -1.769 -0.110 -0.13 -0.09 -0.11
H 2.035 -0.042 -0.301 0.06 0.18 -0.30
H -0.115 0.337 -2.025 0.09 -0.11 -0.02
H -1.593 -0.402 -1.425 -0.23 -0.19 -0.25
H -2.004 1.523 -0.220 0.12 0.03 -0.05
H -0.337 2.074 -0.541 -0.27 0.24 0.24
H -1.215 1.036 1.970 -0.05 -0.16 0.22
H 0.439 1.285 1.424 -0.01 0.09 0.26
H 0.699 -0.983 1.646 -0.02 -0.20 0.17
H -1.000 -1.365 1.352 -0.33 -0.05 0.28
```
Positions in Å, forces in eV/Å.

Computed properties:
Orbital gap = 0.3452 Eh
LUMO energy = 1.14 eV
Highest occupied orbital energy = -8.251 eV

Results for energy relative to the best compared isomer or geometry (same formula, charge and spin): 13.4 39.9 97.6 13.5 (in kcal/mol, following the order of the records).
Results for molar mass: 202.9 98.1 111.1 85.1 (in g mol⁻¹, following the order of the records).
Results for calculated total energy: -54625.3270 -8429.5086 -10210.9896 -6852.9435 (in eV, following the order of the records).